The following is a DFT calculation (ωB97M-V/def2-TZVPD) of C45H25CoI4N5O4 as an isolated structure in a non-equilibrium geometry.

Properties
Kohn-Sham gap (alpha / beta) (eV): 3.970 / 4.677
Multiplicity: 5
Net charge: -1
Energy above the lowest of the compared OMol25 structures with the same formula, charge and spin (kcal per mole): 13.4

Each line ends with the Mulliken spin population.
Positions of all 84 atoms, in Å:
Co  -0.1996  0.0584  0.0194  1.2061
I  2.4348  7.6168  -4.8560  0.0001
C  1.3108  6.1024  -3.7959  0.1383
C  1.0296  4.9592  -4.5372  -0.0705
C  0.5045  3.8690  -3.9139  0.1134
C  0.1102  3.9134  -2.5448  -0.0366
C  0.4214  5.0904  -1.8171  0.1428
C  1.0047  6.1813  -2.4380  -0.0680
C  -0.4476  2.7189  -1.8467  0.0650
C  -0.9948  2.7261  -0.5135  0.0876
C  -1.6784  3.7928  0.1263  0.1133
C  -2.2878  3.3123  1.2505  0.0049
C  -1.8859  1.9696  1.4545  0.1383
C  -2.0814  1.1685  2.6515  0.0195
C  -3.1317  1.3108  3.6424  -0.0217
C  -3.6835  2.5310  4.0703  0.0289
C  -4.7150  2.5926  4.9789  -0.0152
C  -5.1057  1.4168  5.6916  0.0304
I  -6.6106  1.6646  7.1950  0.0009
C  -4.5424  0.1907  5.3258  -0.0142
C  -3.6656  0.1371  4.2664  0.0353
C  -1.0267  0.2322  2.8088  0.0702
N  -0.2037  -0.3146  1.8148  0.1451
C  0.8122  -1.0114  2.4590  -0.0395
C  1.8062  -1.8230  1.7649  0.1477
C  3.0748  -2.3104  2.3977  0.0263
C  3.1033  -3.5922  2.9482  0.0304
C  4.2503  -4.0164  3.5862  0.0025
C  5.3519  -3.1945  3.6443  0.0009
I  7.0735  -3.9859  4.6690  0.0001
C  5.3355  -1.8957  3.0839  0.0039
C  4.2045  -1.4583  2.4480  0.0269
C  1.4934  -2.2215  0.4466  -0.1391
C  1.9766  -3.3863  -0.2613  0.1171
C  1.2182  -3.5099  -1.4013  -0.0968
C  0.2461  -2.4247  -1.4741  0.2268
N  0.5095  -1.5739  -0.3693  0.1196
C  -0.6575  -2.1380  -2.5442  -0.0753
C  -0.9924  -0.7602  -2.6765  0.0829
C  -1.4633  -0.1387  -3.9181  -0.0163
C  -1.2195  1.2261  -3.7969  0.1068
C  -0.6992  1.4594  -2.4712  0.1444
N  -0.5913  0.2592  -1.7788  0.0916
C  -1.0425  -3.2037  -3.4433  -0.0479
C  -1.0388  -3.0704  -4.8797  0.0138
C  -1.6748  -4.0220  -5.6437  -0.0051
C  -2.2200  -5.1754  -5.0248  0.0107
I  -3.4595  -6.5739  -6.1392  0.0003
C  -1.9940  -5.4219  -3.6651  -0.0037
C  -1.4282  -4.4163  -2.8900  0.0237
C  0.6371  -0.9375  3.9046  0.0533
C  -0.4867  -0.1756  4.1146  -0.0668
N  -1.1137  1.5626  0.3214  0.0888
H  1.2491  4.9316  -5.6058  -0.0025
H  0.2817  2.9660  -4.4565  0.0221
H  0.1350  5.1632  -0.7627  0.0186
H  1.0578  7.1476  -1.9538  -0.0025
H  -1.8345  4.7746  -0.2816  0.0085
H  -2.9722  3.8599  1.8976  -0.0103
H  -3.2569  3.4735  3.6574  0.0054
H  -5.1479  3.5231  5.2906  -0.0003
H  -4.8717  -0.7071  5.8184  -0.0006
H  -3.3370  -0.8485  3.9205  -0.0019
H  2.2237  -4.2229  2.8936  0.0008
H  4.3140  -5.0070  4.0415  -0.0004
H  6.2673  -1.3153  3.1624  0.0011
H  4.1462  -0.4708  2.0466  -0.0023
H  2.7354  -3.9846  0.1635  0.0067
H  1.2451  -4.2763  -2.1321  -0.0078
H  -1.8614  -0.7029  -4.7276  -0.0060
H  -1.5800  1.9935  -4.4806  0.0041
H  -0.5411  -2.2168  -5.2983  -0.0013
H  -1.7866  -3.8862  -6.7109  0.0001
H  -2.3832  -6.3585  -3.1826  -0.0003
H  -1.3603  -4.6007  -1.7997  -0.0097
H  1.2224  -1.5080  4.5973  0.0047
H  -0.9671  0.0577  5.0549  -0.0038
O  1.3951  2.5600  1.2877  0.0026
C  2.1193  1.8918  0.5443  0.0017
O  1.7524  0.9728  -0.3174  0.0501
H  3.2410  2.0057  0.6078  -0.0065
O  4.0766  -0.8342  -1.0103  0.3004
N  4.3155  0.0996  -1.7569  0.4253
O  4.5553  0.2096  -2.9510  0.2622



The following is a DFT calculation (ωB97M-V/def2-TZVPD) of an isolated ion of composition C6H12ClN2 and charge +1 in a non-equilibrium geometry.

Properties
Kohn-Sham gap (alpha / beta) (eV): 8.423 / 8.423
Net charge: +1
Energy above the lowest of the compared OMol25 structures with the same formula, charge and spin (kcal per mole): 81.6

Each line ends with the natural charge from an NBO analysis.
Positions of all 21 atoms, in Å:
C  0.9952  1.2950  -0.7931  -0.5465
C  -0.7347  -1.4717  1.0400  -0.3294
C  0.6880  -1.3367  -0.9798  -0.3166
C  -0.2818  1.9068  -0.1030  -0.2136
C  -0.3665  -0.0925  1.3246  -0.0310
C  1.2854  -0.1080  -0.3465  0.0629
N  -0.6845  -1.6043  -0.4357  -0.6365
N  -1.1498  0.8146  0.4065  -0.5962
Cl  2.8054  -0.1166  0.5353  0.0640
H  0.9059  1.3375  -1.9837  0.2509
H  1.9297  2.0169  -0.7273  0.2924
H  -0.0997  -2.1067  1.7299  0.2387
H  -1.7208  -1.7315  1.4685  0.2441
H  0.6048  -1.0071  -2.0659  0.2426
H  1.3331  -2.1949  -0.9691  0.2416
H  -0.0544  2.5527  0.7546  0.2315
H  -1.0250  2.5740  -0.8003  0.2422
H  0.1743  0.3657  2.0950  0.2415
H  -1.3083  -2.2950  -0.6993  0.4140
H  -1.9836  1.1943  0.8569  0.4376
H  -1.3127  0.0074  -0.3077  0.4658



The following is a DFT calculation (ωB97M-V/def2-TZVPD) of a 2-piece molecular cluster, C5H6N2 overall in a non-equilibrium geometry.

Properties
Kohn-Sham gap (eV): 9.234
Net charge: 0
Energy above the lowest of the compared OMol25 structures with the same formula, charge and spin (kcal per mole): 78.7
SMILES: C=CC#N.C=C=N

Each line ends with the natural charge from an NBO analysis.
Positions of all 13 atoms, in Å:
C  -0.1944  -1.9708  -0.7245  -0.3108
C  -0.1129  -0.7294  -1.2006  -0.2951
C  -1.3957  -0.0359  -1.4055  0.2524
N  -2.3979  0.4819  -1.6506  -0.3199
H  0.6342  -2.5956  -0.6347  0.2007
H  -1.1356  -2.4354  -0.3386  0.2170
H  0.7211  -0.2045  -1.6539  0.2469
C  -0.1996  0.6934  1.3292  -0.6647
C  0.7413  1.5555  1.3363  0.4224
N  1.8350  2.0983  1.5020  -0.6588
H  0.0414  -0.3387  1.5304  0.2523
H  -1.1697  1.0682  1.1289  0.2503
H  2.6328  2.4130  0.7818  0.4075



The following is a DFT calculation (ωB97M-V/def2-TZVPD) of one molecule with the formula C20H14BF9O in a non-equilibrium geometry.

Properties
Kohn-Sham gap (eV): 3.355
Net charge: 0

Each line ends with the natural charge from an NBO analysis.
Positions of all 45 atoms, in Å:
C  -4.8070  -0.8225  0.0395  -0.6780
C  -3.5043  -1.3928  0.2965  0.3588
C  -3.0653  -2.6981  0.0745  -0.3035
C  -1.9223  -2.9142  0.8441  -0.3140
C  -1.4726  -1.5883  1.2571  0.6353
B  -0.6113  0.2451  -3.3245  1.1346
F  -1.4542  -0.4419  -4.1036  -0.4889
F  -1.1419  1.2602  -2.6419  -0.4807
F  -1.2709  -1.5347  2.6641  -0.3405
O  -2.5541  -0.6946  0.9757  -0.4536
H  -5.5278  -1.6296  -0.0521  0.2374
H  -5.2047  -0.1270  0.7734  0.2453
H  -4.8280  -0.3033  -0.9122  0.2403
H  -3.5589  -3.3770  -0.5939  0.2346
H  -1.1987  -3.7373  0.9620  0.2309
F  3.1512  2.6787  4.2741  -0.3355
C  1.9658  2.0694  4.6155  0.9707
F  2.2228  1.3004  5.7107  -0.3287
F  1.1272  3.0647  5.0247  -0.3280
C  1.4219  1.2578  3.4709  -0.1086
C  1.9430  -0.0082  3.2898  -0.1958
C  1.4577  -0.7958  2.2776  -0.2071
C  0.5238  -0.2215  1.4080  -0.0087
C  -0.0442  -0.9586  0.2644  -0.3232
C  0.6078  -0.3422  -1.0031  0.0411
C  1.6072  0.6500  -0.9542  -0.0330
C  2.2012  1.2713  -2.0593  -0.2695
C  1.9024  0.8484  -3.2879  0.0106
C  2.4801  1.5559  -4.4745  0.9649
F  2.9086  0.6735  -5.4316  -0.3237
F  1.5498  2.3693  -5.0807  -0.3215
F  3.5455  2.3577  -4.1805  -0.3187
C  0.9748  -0.2469  -3.4958  -0.4864
C  0.3818  -0.9089  -2.3258  -0.4050
C  -0.0069  1.0798  1.6069  -0.2379
C  0.4273  1.8136  2.6869  -0.1854
H  2.6686  -0.3868  4.0410  0.2362
H  1.7379  -1.8423  2.1760  0.2218
H  0.0146  -2.0656  0.1820  0.2393
H  2.0589  0.9715  -0.0217  0.2220
H  2.9336  2.0602  -1.9715  0.2456
H  1.0399  -0.7440  -4.4699  0.2852
H  0.1053  -1.9731  -2.4321  0.2465
H  -0.7837  1.4572  0.9386  0.2377
H  -0.0015  2.7705  2.9628  0.2370



Molecular weight list, top to bottom, in g/mol: 1266.3, 147.6, 94.1, 452.1
DFT total energy list, top to bottom, in Ha: -4877.99017, -805.14788, -303.51073, -1769.28862